DFT (wB97M-V/def2-TZVPD) results for 9 unconnected molecules or ions with the total composition C16H42Cl8O14.

Values from the calculation:
E in eV: -146111.4386
2S+1: 1
SMILES: ClC(Cl)(Cl)Cl.ClC(Cl)(Cl)Cl.OCCO.OCCO.OCCO.OCCO.OCCO.OCCO.OCCO
Charge: 0

```
80
Properties=species:S:1:pos:R:3:forces:R:3:mulliken_charge:R:1
C -15.27463 3.55486 -13.44786 -0.2 -0.3 1.2 0.13
Cl -16.48862 2.56447 -14.25685 0.5 -0.1 -0.7 -0.10
Cl -16.18279 4.25790 -12.08120 0.0 0.7 -0.2 -0.10
Cl -13.99979 2.57590 -12.68694 -0.2 -0.1 -0.5 -0.04
Cl -14.52045 4.76770 -14.47176 -0.4 -0.2 0.0 -0.05
C -10.49314 7.85277 -15.63790 -0.2 -0.2 -0.1 0.25
Cl -9.35799 6.66018 -16.26998 -0.4 -0.2 -0.1 -0.06
Cl -9.79665 8.43706 -14.11824 -0.4 0.2 -0.1 -0.09
Cl -10.64999 9.15603 -16.84399 -0.1 -0.2 0.5 -0.10
Cl -12.13724 7.12762 -15.33230 1.1 0.4 -0.2 -0.05
C -11.80479 0.85225 -14.96483 1.2 0.5 -0.7 0.42
C -11.55176 2.10866 -15.88995 -0.5 -0.1 0.3 -0.77
O -10.74686 3.13534 -15.30021 0.4 -0.9 -0.3 -0.37
O -10.54957 0.13813 -14.86608 -0.7 0.4 -0.3 -0.59
H -12.53071 0.13824 -15.35384 -0.1 0.3 -0.2 0.40
H -12.08166 1.10946 -13.94244 -0.4 0.5 -0.1 -0.42
H -12.41817 2.63470 -16.29085 -0.7 -0.5 0.3 0.34
H -11.03005 1.75227 -16.77815 0.2 -0.1 0.1 0.31
H -11.01139 3.25880 -14.38567 -0.2 0.0 0.7 0.22
H -9.92074 0.85719 -14.77055 0.6 -0.1 0.2 0.36
C -10.20956 4.85614 -12.31024 -1.4 -1.9 -3.4 0.09
C -8.83088 4.70867 -13.04861 -3.2 0.0 1.6 -0.54
O -8.01065 4.30634 -12.01149 1.9 0.2 -0.2 -0.40
O -10.83794 3.49159 -12.32045 1.2 1.4 0.0 0.32
H -10.81453 5.40148 -13.03462 -0.4 0.5 0.0 -0.18
H -10.34251 5.37849 -11.36284 0.9 -0.3 0.2 0.46
H -8.68656 5.62371 -13.62304 1.0 0.5 0.6 0.18
H -8.79917 3.91990 -13.80023 -0.9 -0.1 -0.1 0.33
H -7.32256 3.89595 -12.54036 1.2 -0.4 0.7 0.14
H -11.52020 3.46077 -11.64579 -0.2 -0.1 0.3 0.02
C -10.09825 -0.03729 -9.89829 -0.5 -0.4 -0.4 -0.18
C -11.21135 -0.11385 -10.92431 1.0 1.7 -0.6 0.63
O -10.68113 -0.71301 -12.08870 -0.6 -1.0 -0.1 -0.57
O -10.08259 -1.28223 -9.19987 0.2 0.3 0.6 -0.55
H -10.27232 0.85313 -9.29418 0.1 -0.4 0.7 -0.19
H -9.11029 0.06468 -10.34735 -0.2 0.5 -0.4 0.36
H -11.46292 0.87769 -11.30071 -0.2 0.7 0.7 -0.39
H -12.12218 -0.52121 -10.48551 0.1 -0.7 -0.1 0.21
H -11.16036 -0.28918 -12.80446 0.5 -0.5 -0.5 0.29
H -9.49892 -1.83219 -9.72756 -0.1 -0.3 0.1 0.35
C -4.42009 3.36789 -12.40583 0.0 -0.2 -1.8 -0.44
C -4.77960 3.44368 -13.93431 0.8 -0.5 1.3 -0.55
O -6.16694 3.21211 -14.07229 -0.4 0.2 -0.3 -0.39
O -4.98306 4.44919 -11.74466 -0.6 0.9 0.2 -0.49
H -3.33855 3.40110 -12.27445 0.2 -0.4 -0.1 0.40
H -4.86379 2.43214 -12.06581 0.3 -0.2 0.2 0.26
H -4.30943 2.62411 -14.47777 0.6 -0.1 0.3 0.42
H -4.43851 4.35467 -14.42610 -0.2 0.4 0.3 0.28
H -6.20519 2.66025 -14.85688 -0.8 0.0 0.0 0.26
H -4.94163 4.31286 -10.79529 -0.1 -0.1 0.0 0.30
C -9.51741 3.18757 -7.57333 3.4 -0.1 -0.7 0.05
C -8.46511 3.86421 -8.48785 -0.8 0.5 0.2 -0.12
O -7.99325 2.89445 -9.39740 0.0 0.4 0.0 -0.51
O -9.53856 3.86101 -6.31764 -1.2 -0.3 -0.4 -0.55
H -8.98719 2.24887 -7.41269 -0.5 -0.4 0.5 0.27
H -10.34547 2.94455 -8.23919 -1.0 0.5 0.9 -0.31
H -7.66218 4.35023 -7.93361 0.2 -0.5 0.5 0.37
H -8.91228 4.71286 -9.00549 -0.3 0.1 -0.4 0.16
H -8.04540 3.35216 -10.23965 0.1 -0.3 -0.8 0.39
H -10.22968 4.52725 -6.30891 0.0 0.1 0.0 0.31
C -13.43229 2.98567 -9.16337 -0.7 0.3 1.4 -0.52
C -14.06467 4.10780 -8.28319 -0.4 -0.8 -1.6 -0.81
O -15.03044 4.78737 -9.14270 0.2 0.0 0.9 -0.56
O -12.50378 3.45517 -10.07042 0.8 0.5 0.0 0.24
H -14.28690 2.59405 -9.71506 -0.2 -0.6 0.2 0.26
H -12.96223 2.23607 -8.52678 -0.1 -0.2 -0.1 0.42
H -13.39518 4.90703 -7.96521 0.2 -0.4 0.2 0.25
H -14.53346 3.57001 -7.45911 -0.2 0.5 0.3 0.42
H -15.89597 4.38475 -9.04090 0.0 -0.1 0.0 0.28
H -12.80818 4.35428 -10.21372 0.3 0.7 -0.9 0.00
C -14.62960 7.85924 -11.73519 0.6 1.6 0.2 -0.52
C -13.32237 7.16499 -11.57406 0.7 -0.6 -1.2 0.01
O -13.54291 5.87387 -11.14322 0.5 -1.5 0.8 -0.50
O -15.17713 8.13568 -10.42434 -0.1 -0.6 -0.9 -0.49
H -15.32435 7.31639 -12.37608 -0.1 -0.1 0.4 0.22
H -14.38905 8.81458 -12.20161 -0.3 0.2 -0.4 0.40
H -12.60158 7.70451 -10.95968 -0.2 0.4 0.7 0.25
H -12.74911 7.01773 -12.48937 -0.3 0.5 -0.5 -0.27
H -14.28186 5.84912 -10.53089 -0.5 -0.1 0.4 0.42
H -14.40238 8.43702 -9.94418 -0.1 0.2 0.4 0.33
```
Forces are in eV/Å.

DFT (wB97M-V/def2-TZVPD) results for 5 unconnected molecules or ions with the total composition C16H42N9O5P2.

Values from the calculation:
E in eV: -59495.8858
2S+1: 1
Charge: -1

```
74
Properties=species:S:1:pos:R:3:forces:R:3:mulliken_charge:R:1
N 0.01930 -1.73011 5.59915 1.8 1.0 -3.5 1.02
O 0.97184 -1.49639 6.26347 4.1 0.7 4.0 -0.65
O 0.24461 -1.66046 4.35730 -1.8 -0.6 -1.1 -0.69
O -1.03740 -1.93457 6.10927 -4.1 -1.1 0.7 -0.69
O 3.92279 3.82195 0.14517 0.5 1.3 -0.1 -0.79
P 3.54221 5.22804 -0.13365 0.0 1.5 -0.5 0.37
N 3.75528 5.70675 -1.77675 0.6 -0.3 -1.2 0.28
C 3.74264 7.13505 -2.15916 0.0 0.4 0.5 -1.02
C 4.41648 4.79185 -2.78906 -0.7 0.0 0.7 -1.05
N 4.34944 6.52234 0.80217 -1.5 -1.5 -0.6 0.17
C 5.79176 6.63614 0.91166 0.2 -0.3 -0.2 -0.95
C 3.73522 7.85723 0.99272 0.0 -1.2 -0.4 -0.98
N 1.90921 5.51246 0.10583 -1.4 -0.4 -0.1 0.24
C 1.20873 4.93086 1.32378 2.2 0.9 -0.3 -1.10
C 0.94833 6.02671 -0.92031 0.8 -0.3 0.3 -0.96
H 4.64877 7.68092 -1.89636 0.4 -0.2 0.1 0.25
H 2.93919 7.73563 -1.73271 -0.2 -0.5 0.7 0.25
H 3.55678 7.40356 -3.19909 0.2 -1.1 -0.5 0.40
H 5.49872 4.87562 -2.88809 0.2 0.3 0.5 0.34
H 4.05434 4.92694 -3.80823 -0.5 0.6 0.1 0.33
H 4.17553 3.75102 -2.57284 0.1 0.1 0.4 0.34
H 6.17950 7.22869 0.08303 0.3 0.0 -0.3 0.30
H 6.10457 7.15887 1.81555 -0.4 0.2 0.2 0.33
H 6.33689 5.69443 0.97591 -0.4 -0.2 -0.3 0.29
H 2.66025 7.88604 0.81466 -0.1 -0.5 0.3 0.23
H 3.96979 8.10685 2.02750 -0.1 0.7 -0.2 0.38
H 4.11955 8.53737 0.23259 0.5 0.5 0.4 0.33
H 1.19974 5.76415 2.02636 -1.1 -0.1 0.2 0.33
H 0.26969 4.42850 1.09158 0.1 0.4 0.0 0.41
H 1.87595 4.22700 1.82129 0.0 -0.3 -0.3 0.32
H 0.97014 7.10911 -1.04700 0.2 0.2 0.2 0.26
H -0.07609 5.78115 -0.64044 0.2 -0.2 0.2 0.40
H 1.13180 5.58749 -1.90089 0.1 -0.1 0.0 0.31
O 1.31399 -4.70201 -1.48258 -0.5 0.6 -0.9 -0.82
P 0.49333 -4.89929 -2.69682 -3.1 -0.8 0.1 0.41
N 1.17462 -5.88027 -3.87622 -0.1 0.0 -1.7 0.25
C 0.95108 -7.34933 -4.01563 1.0 0.9 0.9 -1.02
C 2.14385 -5.34990 -4.91844 -2.4 0.5 0.8 -0.91
N -0.21418 -3.49700 -3.47464 0.1 -1.3 -1.4 0.31
C -0.46630 -3.34861 -4.93750 1.9 -0.6 0.3 -1.11
C -0.55038 -2.34553 -2.68630 0.8 -0.6 0.9 -1.07
N -0.98871 -5.76285 -2.28307 1.3 0.9 -0.4 0.21
C -2.04541 -5.87091 -3.32384 2.7 0.1 0.1 -0.97
C -1.45861 -5.79477 -0.90112 0.6 -1.1 -0.1 -1.06
H 1.91299 -7.68741 -3.63023 -0.2 -1.1 -0.2 0.37
H 0.81947 -7.66965 -5.04915 0.0 0.3 -0.2 0.26
H 0.13889 -7.76372 -3.41834 0.1 0.5 0.1 0.35
H 2.00313 -4.27901 -4.77181 1.1 0.1 -0.2 0.23
H 1.72832 -5.52908 -5.91007 -0.2 -0.2 -0.1 0.37
H 3.16956 -5.71425 -4.97554 0.0 0.0 0.9 0.31
H 0.51408 -2.98239 -5.24220 -0.3 0.3 -1.1 0.45
H -0.64780 -4.27737 -5.47838 0.1 -0.3 0.4 0.26
H -1.23336 -2.67752 -5.32396 -0.2 0.3 1.0 0.34
H 0.08347 -2.52881 -1.81870 -0.4 0.9 0.6 0.34
H -0.26502 -1.39787 -3.14305 0.1 0.0 -0.2 0.38
H -1.60363 -2.30799 -2.40816 -0.1 0.0 0.1 0.27
H -1.46835 -5.74396 -4.23979 -0.4 0.3 -0.3 0.25
H -2.34918 -6.91211 -3.43215 -0.9 0.1 0.5 0.36
H -2.78070 -5.06866 -3.26179 -0.4 -0.4 0.1 0.26
H -2.22025 -5.05831 -0.64493 -0.2 -0.1 -0.2 0.28
H -0.67790 -5.72339 -0.14382 0.4 0.5 -0.5 0.33
H -1.76800 -6.83239 -0.77574 -0.9 0.1 0.4 0.38
C -6.99313 -4.71472 10.36469 0.5 -0.3 -0.8 -0.77
C -8.35001 -4.39229 10.76164 3.0 -0.4 -0.7 0.32
N -9.43739 -4.19097 10.96326 -3.0 0.6 0.8 -0.33
H -6.22861 -4.60775 11.13422 -0.3 -0.1 0.1 0.26
H -6.67077 -4.13669 9.49863 -0.2 0.4 0.2 0.27
H -6.99607 -5.72485 9.95513 0.1 -0.2 0.4 0.25
C -7.57124 0.26799 4.00450 -1.0 0.4 -0.5 -0.66
C -8.82085 0.23969 4.75430 -3.8 -1.0 3.6 0.29
N -9.79054 0.11360 5.43691 3.8 0.7 -3.0 -0.39
H -6.71209 0.46962 4.64427 -0.1 -0.2 -0.2 0.28
H -7.73868 1.06104 3.27572 0.6 0.1 -0.1 0.24
H -7.53516 -0.66151 3.43630 0.5 0.0 0.2 0.25
```
Forces are in eV/Å.